Density functional theory data (ωB97M-V/def2-TZVPD) for a molecular structure, C31H58BN3O9PtS4.

Geometry as XYZ:
```
107
Properties=species:S:1:pos:R:3:forces:R:3:lowdin_spin:R:1
Pt -1.29754 -0.95271 0.17286 -3.49 1.59 0.34 1.46
B 0.74873 -0.21450 -0.35089 0.88 -0.41 0.53 0.05
H 0.81455 -0.45313 0.72680 0.93 -0.48 2.98 0.00
H 0.51276 -1.14844 -0.88518 0.17 -2.98 -2.10 0.01
H -0.09366 0.47028 -0.53914 -2.18 2.79 -0.70 0.03
H 1.71079 0.21235 -0.68183 2.39 1.05 -0.98 0.02
C -4.59009 1.97549 1.62823 0.86 -1.13 -0.43 0.01
C -3.63845 1.40964 0.48330 -0.40 0.58 0.53 0.02
C -2.85731 2.61106 0.00281 0.49 -0.07 0.14 0.01
O -2.85432 0.35195 0.92881 0.89 -0.93 0.81 0.24
H -4.03388 2.36563 2.48196 0.36 -0.26 -0.01 0.00
H -5.18612 1.12068 1.94882 -0.36 0.29 0.18 0.00
H -5.18750 2.82744 1.30413 -0.24 -0.32 -0.36 0.00
H -4.30542 1.03799 -0.30002 -0.20 0.09 -0.33 0.00
H -3.59306 3.34223 -0.33293 0.35 0.25 -0.32 0.00
H -2.07883 2.38850 -0.72860 -0.30 -0.07 -0.39 0.00
H -2.29976 3.03574 0.83889 -0.18 0.20 0.12 0.00
C -1.68080 -3.16316 5.85546 -0.09 -0.08 -1.27 0.00
C -2.95394 -2.26697 5.62155 1.01 -0.78 -0.89 0.00
C -2.44870 -1.15782 4.67158 0.58 0.48 0.20 0.00
S -0.94921 -1.73276 3.69444 -1.52 -2.01 0.38 0.01
O 0.24916 -1.09895 4.16191 0.01 0.41 0.02 0.00
O -1.20181 -1.83718 2.25134 0.18 0.11 1.63 0.05
C -1.04701 -3.42453 4.43430 -1.10 0.99 0.11 0.00
H -1.95005 -4.15458 6.21759 0.10 0.23 0.54 0.00
H -0.94419 -2.64394 6.46781 -0.09 -0.24 0.28 0.00
H -3.43061 -1.85635 6.51113 0.60 0.21 0.19 0.00
H -3.75100 -2.89112 5.21544 0.17 0.04 -0.55 0.00
H -1.96167 -0.41851 5.30895 -0.14 0.30 -0.12 0.00
H -3.17879 -0.66806 4.02861 0.14 -0.16 -0.18 0.00
H -0.12045 -3.99100 4.35888 0.17 0.41 0.35 0.00
H -1.78850 -3.94723 3.82811 -0.06 0.03 -0.11 0.00
C 1.69081 -5.48784 1.99614 0.19 0.17 -1.09 0.00
C 2.07295 -3.98700 2.11509 0.40 -0.43 -0.09 0.00
C 2.21496 -3.39610 0.70453 -1.19 -1.07 -1.28 0.00
S 0.69954 -4.06838 -0.15472 1.66 -0.78 1.11 0.00
O 1.02018 -4.43549 -1.51207 -0.26 0.13 0.22 0.00
O -0.43547 -3.23050 0.12824 -0.53 -0.22 -0.18 0.02
C 0.59790 -5.56480 0.92362 -0.89 -0.19 0.31 0.00
H 1.35746 -5.85463 2.96654 -0.19 0.00 -0.10 0.00
H 2.48175 -6.16436 1.67094 0.49 0.44 0.17 0.00
H 2.97263 -3.93356 2.72738 0.03 0.44 -0.14 0.00
H 1.24399 -3.53815 2.66153 0.17 0.49 -0.11 0.00
H 2.97977 -3.85457 0.07571 0.35 -0.27 0.46 0.00
H 2.22634 -2.34771 0.40723 -0.17 0.26 0.99 0.00
H 0.59849 -6.44636 0.28363 0.37 0.12 -0.07 0.00
H -0.34797 -5.60833 1.46468 -0.34 0.53 -0.48 0.00
C 1.41218 2.66928 1.84303 0.37 1.25 -1.27 0.00
C 0.80670 1.71211 2.79156 -0.50 0.14 2.14 0.00
C -0.50235 2.37122 3.26849 -0.49 -0.84 -0.49 0.00
S -0.21320 4.16534 3.47072 0.46 -0.84 0.33 0.00
O 0.09058 4.45123 4.88500 -0.08 -0.23 -2.02 0.00
O -1.28790 4.87346 2.80522 0.49 -0.02 0.29 0.00
C 1.33905 4.12129 2.39146 -0.14 -0.82 0.88 0.00
H 0.87754 2.66975 0.89179 -0.11 -0.16 -0.04 0.00
H 2.45461 2.44761 1.61032 0.05 -0.07 0.00 0.00
H 1.42891 1.63216 3.68623 0.27 0.01 0.06 0.00
H 0.69359 0.67870 2.47044 -0.25 0.32 -0.41 0.00
H -0.95195 1.88131 4.13228 0.38 0.47 0.47 0.00
H -1.27573 2.23516 2.51060 0.09 0.40 -0.30 0.00
H 2.16687 4.27922 3.08302 -0.09 0.20 0.08 0.00
H 1.38632 4.84117 1.57622 -0.48 0.21 0.30 0.00
C -2.60860 0.26972 -5.47268 1.16 0.45 1.16 0.00
C -2.51836 1.49495 -4.51133 -1.47 -0.97 0.21 0.00
C -3.59846 1.18270 -3.38563 1.44 0.05 -0.44 0.00
S -3.25196 -0.55604 -2.89810 0.83 0.38 -0.90 0.01
O -4.46289 -1.31436 -2.64025 0.80 0.57 0.26 0.00
O -2.12588 -0.56223 -1.91770 -1.31 -0.01 -1.64 0.05
C -2.61304 -1.01330 -4.61313 -0.78 0.52 0.68 0.00
H -1.67900 0.30219 -6.04138 -0.23 -0.27 -0.42 0.00
H -3.47897 0.38605 -6.11666 0.02 -0.30 0.04 0.00
H -2.76425 2.38375 -5.09204 -0.20 0.14 0.31 0.00
H -1.50386 1.63285 -4.14002 -0.13 -0.19 0.26 0.00
H -4.60081 1.13869 -3.81061 -0.02 0.17 0.07 0.00
H -3.52015 1.84870 -2.52734 -0.19 -0.19 0.08 0.00
H -3.36604 -1.71476 -4.96969 0.31 -0.29 0.12 0.00
H -1.62468 -1.44418 -4.46297 -0.10 -0.05 -0.16 0.00
N 4.67217 -0.08867 -1.05492 1.54 0.19 0.71 0.00
C 4.59288 0.49943 0.18949 -1.11 -0.11 -0.17 0.00
C 5.80103 1.04770 0.51787 -0.53 0.17 0.61 0.00
C 6.68602 0.73117 -0.51081 0.73 -0.53 -1.06 0.00
C 6.00010 0.01029 -1.45663 -0.76 0.00 -0.35 0.00
H 3.94319 -0.59818 -1.52848 0.09 0.10 0.13 0.00
H 3.66324 0.43923 0.73524 0.02 0.22 0.00 0.00
H 6.02333 1.64907 1.38593 -0.09 -0.20 0.07 0.00
H 7.74071 0.95472 -0.56134 -0.08 0.10 -0.02 0.00
H 6.30586 -0.40970 -2.40234 0.08 0.08 0.08 0.00
N 1.42654 2.63063 -1.71351 0.14 0.70 0.06 0.00
C 0.27485 2.72522 -2.40170 -1.31 0.71 -0.05 0.00
C 0.16377 4.00631 -2.89216 0.19 0.12 -1.12 0.00
C 1.38689 4.71547 -2.62815 -1.08 -1.67 1.28 0.00
C 2.05619 3.84700 -1.77760 1.55 0.35 -0.52 0.00
H 1.62483 1.79865 -1.17419 0.39 0.40 0.14 0.00
H -0.45825 1.93408 -2.36364 0.14 -0.03 -0.07 0.00
H -0.67135 4.38644 -3.46182 0.01 -0.08 -0.05 0.00
H 1.66163 5.70413 -2.95912 0.04 -0.07 0.25 0.00
H 3.02638 3.98648 -1.32393 -0.01 -0.13 0.04 0.00
N 1.28198 -0.25586 -3.66828 -1.13 -0.32 0.20 0.00
C 0.83745 -1.49279 -4.09834 1.61 0.93 0.56 0.00
C 1.11996 -1.53268 -5.43213 -0.79 -0.29 -0.85 0.00
C 1.52146 -0.23247 -5.86729 0.53 -0.35 0.95 0.00
C 1.61053 0.55811 -4.72112 0.82 -1.16 -0.17 0.00
H 1.34071 -0.11154 -2.67106 -0.14 0.72 -0.11 0.00
H 0.56529 -2.19705 -3.32674 -0.07 -0.29 -0.33 0.00
H 1.04884 -2.41678 -6.04823 -0.22 0.12 -0.11 0.00
H 1.93250 -0.05046 -6.84833 -0.28 0.42 0.03 0.00
H 2.12635 1.48806 -4.53714 -0.38 0.17 -0.12 0.00
```
Positions in Å, forces in eV/Å.

- multiplicity = 3
- ΔE to the lowest compared entry with this formula, charge and spin (kcal/mol) = 0.0
- lowest unoccupied orbital energy (alpha / beta) (Eh) = -0.002 / -0.037
- charge = 0
- <S²> = 2.01
- HOMO-LUMO gap (alpha / beta) (eV) = 7.83 / 6.86